[1]
# C34H36N9O3S4Ti

A structure of composition C34H36N9O3S4Ti at a distorted geometry (the ωB97M-V functional and the def2-TZVPD basis, OMol25).

The geometry in XYZ format:
```
87
Properties=species:S:1:pos:R:3:forces:R:3:lowdin_charge:R:1
Ti 0.018339 -0.585703 0.599444 -1.2 -0.5 -1.0 0.79
C 3.101302 -1.463787 3.665206 -0.1 0.1 -0.1 -0.01
C 2.296629 -1.396423 2.408179 0.1 -0.3 -0.2 -0.26
N 1.531081 -0.429417 2.075581 0.5 0.4 0.5 -0.06
N 1.395078 0.666449 2.900772 0.0 -0.1 -0.1 0.11
C 0.615929 1.522183 2.268926 0.2 0.4 0.4 -0.45
O 0.158296 1.333549 1.089510 0.0 0.2 0.1 -0.24
C 0.250020 2.789624 2.948739 0.0 0.0 0.0 -0.15
C 0.876081 3.189558 4.130992 -0.1 0.0 -0.1 -0.03
C 0.512791 4.382908 4.730502 -0.1 0.0 -0.1 -0.08
C -0.480271 5.172412 4.160195 0.0 0.0 0.1 -0.09
C -1.110093 4.770661 2.992701 0.0 0.0 0.0 -0.07
C -0.747922 3.581350 2.380885 0.2 -0.1 0.1 -0.01
C 2.336054 -2.473257 1.388441 0.1 0.2 0.2 -0.21
C 3.157784 -3.586456 1.511440 -0.2 0.2 -0.3 0.00
C 3.198527 -4.491140 0.461107 -0.1 0.0 0.0 -0.05
C 2.444699 -4.237075 -0.668495 -0.1 0.2 -0.1 -0.02
C 1.637206 -3.102587 -0.707152 0.1 -0.2 -0.1 -0.10
N 1.561855 -2.250123 0.305751 0.1 -0.2 0.4 0.03
H 2.977197 -0.544895 4.229449 0.0 0.0 0.0 0.07
H 4.158495 -1.620322 3.447157 0.0 0.0 0.0 0.09
H 2.769507 -2.300468 4.279430 0.0 -0.1 0.0 0.09
H 1.638460 2.557348 4.565948 0.0 0.0 0.0 0.11
H 0.998405 4.698254 5.643117 0.0 0.0 0.0 0.10
H -0.765117 6.102112 4.634859 0.0 0.0 0.0 0.10
H -1.889009 5.381734 2.555190 0.0 0.0 0.0 0.11
H -1.234919 3.247419 1.475607 0.0 0.0 0.0 0.11
H 3.751308 -3.731831 2.396576 0.1 0.0 0.2 0.11
H 3.821774 -5.371028 0.523923 0.0 -0.1 0.0 0.11
H 2.461409 -4.897279 -1.520695 0.0 -0.1 -0.1 0.11
H 1.033858 -2.863778 -1.573372 0.0 -0.1 0.0 0.10
O -0.749274 -1.814244 1.980209 0.3 0.1 0.1 -0.25
N -1.977951 -1.867976 2.500624 -0.1 0.0 -0.1 -0.17
C -2.186283 -2.831097 3.425708 -0.2 0.0 0.1 -0.02
C -3.402465 -2.969423 4.031170 0.2 0.1 -0.2 -0.06
C -4.428605 -2.080857 3.661458 0.1 -0.2 0.1 -0.07
C -4.194040 -1.121030 2.725668 0.1 0.1 -0.1 -0.08
C -2.930741 -0.981259 2.099130 0.0 -0.2 0.1 -0.65
S -2.561282 0.174245 0.933632 0.3 0.1 -0.2 0.75
H -1.315362 -3.444117 3.609239 -0.1 0.0 0.0 0.14
H -3.549935 -3.744270 4.763742 0.0 -0.1 0.1 0.10
H -5.404362 -2.158893 4.116458 -0.1 0.0 0.0 0.11
H -4.964982 -0.429988 2.424561 0.0 0.1 0.0 0.11
S -2.277288 -3.426208 -2.523808 0.1 0.2 0.2 0.59
C -1.459921 -2.342717 -1.633113 -0.1 -0.1 -0.3 -0.91
N -0.860243 -1.539143 -1.028714 0.1 -0.1 0.0 -0.06
S 1.708560 0.350272 -1.617309 0.0 -0.3 0.1 0.73
C 2.649866 1.338194 -0.638582 -0.1 0.0 -0.2 -0.83
N 2.449658 2.646132 -0.462724 -0.1 -0.2 -0.1 0.04
C 3.295000 3.201834 0.574685 0.2 0.2 0.2 -0.11
C 4.147875 1.980582 1.010076 0.2 0.2 0.3 -0.12
N 3.723090 0.953888 0.077741 -0.3 -0.1 -0.2 0.03
H 1.587433 3.055634 -0.787903 0.0 0.0 0.1 0.14
H 2.690567 3.586417 1.400024 0.1 0.0 0.0 0.11
H 3.914062 4.015469 0.182827 -0.1 -0.1 0.1 0.12
H 3.923451 1.685832 2.040684 0.0 0.0 -0.1 0.11
H 5.218463 2.177050 0.914702 -0.1 0.0 0.0 0.11
H 3.923509 -0.027353 0.174601 0.0 0.1 0.0 0.13
C -5.335159 1.656019 -4.303766 0.0 0.1 0.0 -0.10
C -5.451135 0.408235 -3.447677 -0.1 -0.1 0.1 -0.23
C -4.333915 0.304296 -2.424366 0.0 0.0 0.3 -0.22
N -3.068661 0.042891 -3.073677 0.1 -0.3 0.0 0.02
C -1.984898 0.805183 -2.995532 0.0 0.0 -0.1 -0.86
S -1.826208 2.187642 -2.082335 -0.1 0.3 0.1 0.62
N -0.881754 0.393952 -3.721902 0.4 0.3 0.2 0.08
C -0.708387 -0.628792 -4.630090 0.0 -0.3 -0.2 -0.43
O 0.379985 -1.145277 -4.764741 0.0 0.0 0.0 0.09
C -1.865729 -0.983793 -5.502478 0.0 0.0 -0.2 -0.17
C -2.675537 0.014944 -6.038019 0.1 -0.2 0.0 -0.04
C -3.712085 -0.323809 -6.890591 0.0 0.1 0.0 -0.08
C -3.947554 -1.656381 -7.193174 -0.1 0.0 -0.1 -0.08
C -3.139972 -2.649114 -6.661314 0.0 -0.1 0.0 -0.07
C -2.090353 -2.317452 -5.823501 0.0 0.2 0.0 -0.05
H -6.087106 1.677228 -5.086840 -0.1 0.0 -0.1 0.07
H -4.357596 1.707825 -4.778424 0.0 0.0 0.0 0.04
H -5.447366 2.556060 -3.701266 0.0 0.1 0.1 0.08
H -5.446377 -0.482446 -4.081537 0.0 -0.1 0.0 0.10
H -6.403857 0.395252 -2.913289 0.0 0.0 0.0 0.11
H -4.516583 -0.507437 -1.712702 0.0 0.1 0.0 0.11
H -4.220354 1.228848 -1.854174 -0.1 -0.1 0.0 0.07
H -2.986959 -0.873466 -3.505512 0.0 0.2 0.1 0.09
H -0.013984 0.785780 -3.359156 -0.1 -0.1 -0.1 0.03
H -2.489534 1.046921 -5.781023 0.1 0.1 0.0 0.12
H -4.337864 0.450946 -7.311435 0.0 0.0 0.0 0.11
H -4.765270 -1.921972 -7.848914 0.0 0.0 0.0 0.10
H -3.331676 -3.686022 -6.898756 0.0 0.0 0.0 0.10
H -1.452704 -3.075788 -5.398206 0.1 0.0 0.0 0.09
```
Forces are in eV/Å.

Values from the calculation:
HOMO level (alpha / beta) in eV: -7.327 / -7.496
Gap between HOMO and LUMO (alpha / beta) in Eh: 0.2467 / 0.2500
Multiplicity: 2
LUMO energy (alpha / beta) in Eh: -0.0225 / -0.0254
Total charge: 0


[2]
# C34H37AsF3N6O2SSr

A structure of composition C34H37AsF3N6O2SSr at a distorted geometry (the ωB97M-V functional and the def2-TZVPD basis, OMol25).

The geometry in XYZ format:
```
85
Properties=species:S:1:pos:R:3:forces:R:3:lowdin_charge:R:1
Sr -0.005721 0.110897 1.054124 1.6 0.6 -0.9 1.23
O -0.006232 -1.126407 2.923103 0.0 -0.3 0.8 -0.28
C -0.633465 -2.111213 3.412255 -0.3 -0.2 0.1 -0.40
C -0.074176 -2.878951 4.477554 0.0 -0.1 -0.1 -0.02
C -0.732700 -3.947080 5.026954 0.1 0.0 0.0 -0.11
C -2.007275 -4.324247 4.584622 -0.1 -0.1 0.0 -0.15
C -2.591401 -3.591082 3.575819 0.0 -0.1 0.1 -0.09
C -1.943372 -2.511224 2.965479 0.1 -0.1 0.1 -0.16
C -2.698684 -1.761140 1.985583 -0.2 -0.1 0.0 -0.12
N -2.240151 -0.841890 1.239451 -0.5 -0.1 0.1 -0.10
C -3.133577 -0.013911 0.463616 -0.3 0.1 -0.1 -0.23
C -3.085224 1.431756 0.968701 -0.3 0.1 0.0 -0.20
N -1.736034 1.971605 0.996697 -0.2 -0.1 0.0 -0.07
C -1.438074 3.018000 0.334954 0.0 0.0 0.1 -0.14
C -2.235292 3.751662 -0.643807 0.0 0.0 -0.1 -0.18
C -2.277252 5.141693 -0.560835 0.0 0.1 0.0 -0.09
C -2.925668 5.907612 -1.506817 0.0 0.1 0.1 -0.14
C -3.512964 5.251072 -2.593548 -0.1 0.1 -0.1 -0.13
C -3.442511 3.891075 -2.730657 -0.1 -0.1 -0.1 -0.04
C -2.782672 3.055062 -1.775566 0.1 0.2 0.0 -0.44
O -2.640122 1.809218 -1.956911 0.0 -0.3 0.0 -0.13
H 0.903595 -2.578657 4.829473 0.0 0.0 0.0 0.11
H -0.263325 -4.499833 5.831879 0.0 0.0 0.0 0.09
H -2.528644 -5.154003 5.042588 0.0 0.0 0.0 0.08
H -3.592680 -3.842163 3.236731 0.0 0.0 0.0 0.10
H -3.772032 -2.015741 1.927023 0.1 0.1 0.0 0.12
H -4.171292 -0.383504 0.511085 0.1 0.1 0.0 0.12
H -2.816234 0.010396 -0.575606 0.0 0.0 -0.1 0.04
H -3.421647 1.432642 2.013952 0.0 0.0 -0.1 0.12
H -3.765588 2.047956 0.373909 0.0 -0.1 0.0 0.11
H -0.433360 3.402945 0.520837 0.1 0.0 0.0 0.12
H -1.786520 5.623581 0.278667 0.0 0.0 0.0 0.11
H -2.972833 6.983432 -1.414500 0.0 0.0 0.0 0.08
H -4.022590 5.831630 -3.354588 0.0 0.0 0.0 0.09
H -3.875258 3.396314 -3.591390 0.0 0.0 0.0 0.10
F 6.707081 0.775741 2.329839 0.0 0.0 -0.1 0.09
C 5.484924 1.367832 2.203129 0.1 0.2 0.1 -0.60
F 5.751536 2.620751 1.752314 -0.1 0.0 0.0 0.11
F 5.018748 1.488753 3.447379 0.0 -0.1 -0.1 0.11
C 4.607521 0.604484 1.253967 0.2 0.0 0.0 -0.15
C 5.240200 -0.142303 0.279905 -0.1 -0.1 0.0 -0.03
C 4.492838 -0.847465 -0.653900 -0.1 0.0 0.0 -0.07
C 3.114480 -0.777509 -0.528362 0.3 -0.2 -0.3 -0.19
N 2.497617 -0.049052 0.377665 0.1 0.0 0.1 -0.09
C 3.190149 0.702579 1.264829 0.0 0.3 0.1 -0.77
S 2.285142 1.751085 2.273823 -0.1 0.1 0.0 0.54
H 6.320939 -0.180395 0.257586 0.0 0.0 0.0 0.12
H 4.955588 -1.443662 -1.425091 0.0 0.0 0.0 0.09
H 2.465067 -1.339339 -1.188650 0.0 -0.1 0.0 0.08
C -0.608433 -5.869381 1.455332 -0.2 -0.2 0.1 -0.02
N 0.189205 -4.702899 1.176569 0.2 0.1 0.0 -0.12
C 1.413686 -4.397275 1.714336 0.0 0.0 0.0 -0.06
C 1.718280 -3.145367 1.273541 0.1 -0.2 0.1 -0.14
N 0.709999 -2.678152 0.480574 -0.2 0.5 -0.2 0.04
C -0.191376 -3.623432 0.461671 -0.1 -0.1 -0.1 -0.19
H 0.049543 -6.707637 1.682735 0.0 0.0 0.0 0.09
H -1.203541 -6.122236 0.577440 0.0 0.0 0.0 0.09
H -1.265512 -5.681301 2.307086 0.0 -0.1 -0.1 0.07
H 1.928209 -5.074956 2.367271 0.1 -0.1 0.1 0.12
H 2.583209 -2.549228 1.493832 0.1 0.1 0.0 0.10
H -1.136124 -3.579466 -0.051227 -0.1 0.0 -0.1 0.13
C 0.505490 -2.081500 -3.023919 0.0 0.0 0.0 -0.34
As -0.581060 -0.575264 -2.369033 0.0 0.0 0.0 1.07
C -2.338902 -1.359195 -2.753460 0.1 -0.1 -0.1 -0.33
C -0.455614 0.493648 -4.002863 0.1 -0.1 0.0 -0.32
H 0.031234 -2.534458 -3.895518 0.0 0.0 0.0 0.02
H 0.639305 -2.826337 -2.242024 0.0 0.0 0.0 -0.01
H 1.484705 -1.702159 -3.314503 0.1 0.0 0.0 0.01
H -2.343773 -1.802192 -3.751870 0.0 0.0 0.0 0.02
H -3.077029 -0.564567 -2.700732 -0.1 0.1 0.0 0.01
H -2.576374 -2.127300 -2.016634 0.0 0.0 0.0 0.01
H -0.649457 -0.138626 -4.873202 0.0 0.0 0.0 0.02
H 0.543765 0.922343 -4.073829 0.0 0.0 0.0 0.01
H -1.194898 1.287080 -3.944864 -0.1 0.1 0.0 0.01
C 2.191868 4.821199 -2.041656 0.0 0.0 0.0 -0.08
C 0.929260 4.267134 -2.163534 0.0 -0.1 0.0 -0.05
C 0.797631 2.886949 -2.056872 0.0 0.3 0.0 -0.16
N 1.824447 2.068990 -1.853220 -0.2 -0.2 -0.1 0.08
C 3.027412 2.614333 -1.736679 0.2 0.0 0.1 -0.14
C 3.266338 3.977055 -1.819125 0.0 0.0 0.0 -0.07
H 2.335885 5.893008 -2.112033 0.0 0.0 0.0 0.10
H 0.050751 4.876293 -2.321696 -0.1 0.0 0.0 0.10
H -0.179415 2.432410 -2.135887 -0.2 -0.1 0.0 0.07
H 3.840774 1.923201 -1.549810 0.1 0.0 0.0 0.10
H 4.269656 4.360287 -1.701462 0.0 0.0 0.0 0.10
```
Forces are in eV/Å.

Values from the calculation:
HOMO level in eV: -4.470
Gap between HOMO and LUMO in Eh: 0.2502
Multiplicity: 1
LUMO energy in Eh: 0.0860
Total charge: -1


Values for electronic energy, eV, ordered as above
-121857.0457; -129562.0054
Values for relative energy (zero: lowest compared OMol25 entry of this formula, charge and spin), eV, ordered as above
0.0000; 0.2119